(1)
DFT (the ωB97M-V functional and the def2-TZVPD basis) results for a structure of composition C24H18N3O5Ta.

Cartesian coordinates (Å):
H  4.72  2.21  0.19
C  -4.10  -0.87  -2.30
C  -0.22  -3.25  -0.06
C  3.23  -2.18  0.06
C  2.71  1.36  0.28
Ta  0.31  -0.31  -0.33
H  2.54  -4.97  0.33
H  5.46  -0.37  -0.02
C  6.84  -4.40  0.20
C  -3.07  -0.59  -1.23
C  5.94  -4.62  -0.84
H  -1.27  -3.02  -0.14
C  3.31  -0.79  0.14
O  -0.64  1.76  -0.07
H  -3.28  -1.01  -0.25
C  4.46  0.01  0.10
C  5.39  -2.74  1.14
H  -4.88  -0.11  -2.30
H  4.07  -4.07  -1.71
H  -3.38  1.64  -1.12
H  -3.59  -0.19  -4.35
O  0.45  0.34  -2.06
H  6.19  -5.34  -1.61
C  8.07  -5.14  0.25
C  -1.60  0.98  -0.08
C  2.00  -2.88  -0.03
H  -1.04  -0.83  -3.66
H  7.26  -3.31  2.01
C  -0.41  1.43  -2.61
C  -1.85  0.97  -2.62
H  -0.12  -5.41  0.24
H  -3.23  -1.88  -4.03
H  -4.58  -1.83  -2.12
C  1.77  -4.24  0.15
O  -1.81  -1.18  -1.76
C  -2.61  0.88  -1.20
O  0.09  2.42  -2.97
C  4.48  -2.96  0.10
O  -1.37  -0.12  0.67
C  0.39  -4.46  0.12
N  0.74  -2.25  -0.18
N  9.06  -5.73  0.30
C  6.56  -3.46  1.20
H  5.16  -2.02  1.92
H  -2.39  1.64  -3.29
H  2.05  2.21  0.37
C  -1.89  -0.51  -3.06
C  -3.25  -0.89  -3.59
N  2.20  0.09  0.26
C  4.08  1.34  0.19
C  4.76  -3.91  -0.89

The value obtained for the max |F| is 1.59 eV/Å. The HOMO energy comes out at -14.8 eV. Its charge is +2. The relative energy (zero: lowest compared OMol25 entry of this formula, charge and spin) comes out at 0.0 kJ/mol. Its energy is -1522.33943 Ha. For the frontier orbital gap, the calculation gives 0.2236 Ha.

---

(2)
DFT (the ωB97M-V functional and the def2-TZVPD basis) results for a structure of composition C24H18NOPSn.

Cartesian coordinates (Å):
H  1.07  1.05  -4.43
H  -1.47  -2.16  2.42
C  0.59  1.71  -3.65
H  -2.80  -4.34  2.02
H  2.76  -2.24  -3.46
H  -0.94  4.95  -0.60
H  -3.73  -2.86  -1.94
H  1.66  1.76  4.30
C  -3.33  -3.79  0.01
H  -1.71  1.33  1.76
C  -1.07  3.89  -0.51
H  -4.03  -4.60  -0.13
H  1.90  -3.38  -2.33
C  -1.35  1.89  0.87
C  0.39  3.10  -3.74
C  -2.23  -1.81  -0.81
C  1.56  -0.44  4.57
H  -2.03  -1.05  -1.57
H  0.70  3.56  -4.70
O  5.61  0.08  -2.24
C  1.42  -1.66  3.91
C  0.26  1.07  -2.48
C  1.49  0.78  3.86
P  -0.05  -0.52  0.33
C  4.46  0.29  -1.93
C  -2.64  -3.62  1.26
N  3.32  0.59  -1.63
H  -0.62  4.79  -2.82
Sn  1.56  -0.49  -1.76
C  -0.23  3.75  -2.75
H  1.83  -0.36  5.62
C  0.80  -0.50  1.91
C  -1.46  -1.68  0.39
H  -2.05  3.89  1.39
H  1.02  -2.62  2.03
C  2.04  -2.35  -2.66
C  -3.13  -2.84  -1.02
C  -0.72  1.16  -0.12
C  -0.49  3.13  -1.54
C  1.05  -1.67  2.55
C  -0.33  1.73  -1.37
C  -1.81  -2.51  1.48
H  1.44  1.61  1.90
C  -1.51  3.27  0.64
C  1.25  0.72  2.50
H  1.56  -2.59  4.46

The value obtained for the max |F| is 4.20 eV/Å. The HOMO energy (spin up / spin down) comes out at -5.8 / -5.8 eV. Its energy is -1610.84295 Ha. For the frontier orbital gap (spin up / spin down), the calculation gives 0.1965 / 0.1967 Ha.

---

(3)
DFT (the ωB97M-V functional and the def2-TZVPD basis) results for a structure of composition C24H19AsClO6PPtS.

Cartesian coordinates (Å):
C  -0.73  0.36  -1.52
C  -4.65  -3.02  0.10
C  2.05  1.17  4.05
C  0.10  0.74  -2.62
H  -5.34  -1.87  -1.57
C  -0.28  -3.28  -2.46
C  -1.03  2.88  -2.71
H  -0.61  3.68  2.77
P  -0.55  -1.21  -0.65
O  2.80  4.38  0.16
H  0.55  2.26  -4.05
Pt  1.11  0.71  -0.26
H  -5.61  -3.48  0.28
Cl  2.70  -1.27  -0.63
C  1.83  -4.14  -3.25
C  2.52  -3.23  -2.45
C  -1.70  1.29  -1.04
C  -2.19  -1.85  -0.35
H  3.60  -3.22  -2.43
S  2.29  3.10  0.46
H  0.79  0.02  -3.05
H  1.48  0.33  4.42
O  0.82  2.90  0.24
O  2.91  1.92  -0.25
H  -1.50  -3.01  1.34
H  -1.36  -3.31  -2.47
C  -0.06  1.98  -3.20
C  1.90  1.50  2.65
H  -3.70  -4.06  1.73
C  2.55  2.68  2.15
H  2.39  -4.83  -3.86
C  0.39  -2.34  -1.67
C  1.79  -2.36  -1.67
C  3.56  3.02  4.30
H  3.87  4.29  2.56
As  -1.35  1.47  2.85
H  3.02  1.66  5.88
H  4.21  3.61  4.93
C  -2.34  -2.76  0.70
O  -0.49  2.94  3.38
C  2.89  1.92  4.83
H  -2.31  1.02  -0.19
C  -3.27  -1.51  -1.17
C  3.37  3.41  2.95
C  -3.57  -3.35  0.92
O  -1.12  0.47  4.07
H  -2.60  3.22  -1.29
H  -1.12  3.85  -3.17
C  0.44  -4.16  -3.25
C  -4.50  -2.11  -0.94
O  1.16  0.75  1.94
C  -1.85  2.52  -1.65
H  -0.09  -4.88  -3.87
H  -3.16  -0.82  -1.99

The value obtained for the max |F| is 0.63 eV/Å. The HOMO energy (spin up / spin down) comes out at -14.5 / -15.2 eV. Its multiplicity is 5. Its charge is +2. Its energy is -4931.51381 Ha. For the frontier orbital gap (spin up / spin down), the calculation gives 0.2983 / 0.2073 Ha.

---

(4)
DFT (the ωB97M-V functional and the def2-TZVPD basis) results for a structure of composition C24H19AsO5Pd.

Cartesian coordinates (Å):
C  1.11  0.76  -2.55
H  -5.15  0.15  3.04
C  1.35  -4.91  1.03
C  -1.73  -0.15  2.70
O  2.20  0.36  -2.50
O  -0.26  5.03  -3.57
C  3.86  1.18  1.39
H  2.94  -0.06  -0.12
C  -0.32  0.73  -4.98
C  0.20  -4.45  1.66
H  -3.07  -0.03  4.42
As  0.08  -0.31  0.48
C  -2.99  -0.04  3.33
H  -1.22  0.11  -5.10
H  -0.36  -5.15  2.28
H  -1.21  -2.81  1.94
C  2.78  0.49  0.82
Pd  -0.52  1.99  -3.04
C  -2.79  -0.06  0.53
H  -0.87  -0.30  3.33
H  -1.27  2.56  -5.65
C  -0.34  2.10  -5.28
H  0.59  2.57  -5.68
H  4.47  2.42  3.02
C  1.50  0.59  1.38
C  -4.03  0.10  1.14
H  0.62  0.17  -5.07
H  0.33  1.28  3.09
H  2.25  2.41  4.16
O  -0.97  3.22  -0.04
H  -2.72  -0.14  -0.53
H  -4.95  0.22  0.55
H  1.67  -5.93  1.13
C  1.64  -2.69  0.08
C  2.39  1.88  3.20
C  -2.34  1.15  -3.18
C  1.30  1.25  2.60
C  -0.26  -3.13  1.49
H  4.82  1.15  0.89
C  2.09  -4.01  0.29
O  0.13  -0.14  -1.19
C  0.46  -2.24  0.67
C  -4.15  0.09  2.55
C  -0.81  2.77  -1.11
H  2.18  -2.02  -0.60
C  3.65  1.87  2.57
H  3.00  -4.33  -0.20
C  -0.30  3.87  -3.56
O  -3.32  0.56  -3.12
C  -1.64  -0.12  1.32

The value obtained for the max |F| is 6.34 eV/Å. The HOMO energy (spin up / spin down) comes out at -13.3 / -15.0 eV. Its multiplicity is 3. Its charge is +2. Its energy is -3665.02959 Ha. For the frontier orbital gap (spin up / spin down), the calculation gives 0.2503 / 0.1581 Ha.

---

(5)
DFT (the ωB97M-V functional and the def2-TZVPD basis) results for a structure of composition C24H19BF5N9O3Pt.

Cartesian coordinates (Å):
H  4.61  2.08  1.03
C  1.43  2.09  5.70
H  7.69  5.04  -1.42
C  5.15  4.33  2.33
C  3.93  4.30  4.05
N  5.38  5.43  2.98
C  -1.29  0.66  2.79
C  7.01  4.40  -0.89
C  3.23  -1.12  0.28
H  5.08  1.22  -2.47
O  -1.89  1.65  -0.13
C  -2.65  -3.63  -0.17
H  6.18  0.34  -1.39
C  -1.53  -2.82  0.21
F  -2.79  4.16  0.09
O  4.24  3.56  2.96
F  0.98  0.12  -3.02
C  6.55  4.77  0.36
N  -0.18  0.36  2.09
H  2.88  1.88  4.13
C  2.45  2.53  4.87
C  6.61  3.20  -1.46
F  -1.46  4.45  -1.59
H  -2.26  0.77  2.35
C  5.28  2.72  0.48
H  6.84  5.70  0.82
C  5.68  3.93  1.04
F  -0.99  -0.81  -3.02
C  0.90  2.94  6.65
H  1.80  0.10  2.81
C  0.89  0.69  5.49
N  2.30  -0.16  0.04
H  0.98  4.89  7.53
N  -0.64  -2.13  0.45
H  2.78  5.70  6.02
N  4.41  -0.81  -0.19
C  5.34  1.04  -1.42
C  2.93  3.84  4.99
H  3.01  -2.03  0.80
H  0.10  2.60  7.29
H  0.13  0.47  6.25
N  4.24  0.38  -0.77
C  5.74  2.35  -0.77
H  1.69  -0.05  5.54
N  -1.07  0.80  4.07
H  6.96  2.91  -2.44
N  4.61  5.41  4.08
N  0.25  0.58  4.21
H  -3.54  -3.26  0.35
C  2.97  0.77  -0.64
C  0.77  0.33  3.00
C  2.40  4.69  5.95
C  -1.03  2.53  -0.22
F  -0.79  4.85  0.42
C  -1.53  4.01  -0.32
H  2.55  1.68  -1.00
Pt  -0.04  -0.06  -0.20
H  -2.49  -4.67  0.10
B  -0.04  -0.29  -2.23
C  1.40  4.23  6.78
O  0.20  2.38  -0.26
H  -2.80  -3.55  -1.24

The value obtained for the max |F| is 1.75 eV/Å. The HOMO energy (spin up / spin down) comes out at -7.4 / -7.4 eV. The relative energy (zero: lowest compared OMol25 entry of this formula, charge and spin) comes out at 183.1 kJ/mol. Its energy is -2288.12820 Ha. For the frontier orbital gap (spin up / spin down), the calculation gives 0.2609 / 0.2609 Ha.

---

(6)
DFT (the ωB97M-V functional and the def2-TZVPD basis) results for a structure of composition C24H19BrCl2N5OS2Ti.

Cartesian coordinates (Å):
C  -3.51  -0.37  -0.51
N  1.37  1.44  2.06
H  3.48  -2.50  -2.41
C  2.42  0.73  -3.74
N  0.83  0.15  -1.50
C  0.54  2.72  6.02
H  -2.47  1.20  6.36
C  1.75  -2.98  -5.26
C  0.40  -0.12  -2.77
Ti  -0.06  -0.43  0.30
H  0.71  -0.06  -4.86
C  2.35  1.21  -0.06
C  -3.31  -1.59  0.14
S  -1.75  -2.21  0.61
O  -0.65  0.41  1.98
C  0.84  2.33  4.73
C  2.06  0.78  -1.35
N  0.57  -3.26  -4.79
C  2.72  -2.75  -3.14
H  3.86  2.71  -0.35
C  2.88  1.02  -2.49
C  0.40  -3.36  -3.44
H  4.44  1.22  0.41
C  -4.50  -2.31  0.36
H  1.23  3.33  6.57
N  1.51  -3.06  -2.65
H  -0.89  2.61  7.63
S  -0.98  -3.81  -2.65
H  3.86  1.46  -2.34
H  1.76  2.63  4.25
H  3.46  2.36  1.34
Cl  -2.11  0.63  -0.86
C  2.91  -2.74  -4.49
C  -0.06  1.54  4.01
C  -5.87  -0.62  -0.66
H  3.86  -2.49  -4.93
H  3.03  0.93  -4.61
H  -1.92  0.51  4.04
H  -4.79  1.09  -1.40
H  -6.84  -0.26  -0.97
C  -1.25  1.13  4.60
H  -6.61  -2.46  0.18
C  -5.74  -1.85  -0.02
C  3.60  1.92  0.35
Cl  -4.43  -3.86  1.15
C  -4.73  0.13  -0.91
C  1.12  0.17  -3.89
Br  1.68  -2.26  0.60
C  0.24  1.11  2.62
N  1.34  0.93  0.79
C  -0.66  2.31  6.61
H  -0.57  -0.60  -2.84
H  1.35  -3.01  -1.64
C  -1.54  1.52  5.90
H  1.83  -2.92  -6.35

The value obtained for the max |F| is 0.49 eV/Å. The HOMO energy (spin up / spin down) comes out at -3.4 / -3.4 eV. Its charge is -1. The relative energy (zero: lowest compared OMol25 entry of this formula, charge and spin) comes out at 1.1 kJ/mol. Its energy is -6415.46476 Ha. For the frontier orbital gap (spin up / spin down), the calculation gives 0.2187 / 0.2199 Ha.

---

(7)
DFT (the ωB97M-V functional and the def2-TZVPD basis) results for a structure of composition C24H19BrN5PdS.

Cartesian coordinates (Å):
C  2.02  -0.97  -1.14
H  0.77  2.90  -4.13
H  4.20  -0.11  -3.56
N  -0.42  -1.56  0.97
C  -3.06  -3.11  -1.17
C  -2.21  -0.87  -2.50
C  3.32  -0.09  -2.92
H  -2.65  -4.19  4.70
N  1.91  -1.28  3.47
C  2.38  0.91  -3.09
H  -1.45  -5.19  0.02
H  1.82  -1.69  -0.36
H  -4.42  -3.41  -2.78
C  -2.41  -5.72  3.22
H  -3.41  -3.96  -0.61
C  -2.04  -3.38  2.82
C  -1.95  3.70  -2.29
C  -3.63  -2.79  -2.38
C  -0.77  1.88  -1.27
H  -2.57  2.74  -0.48
H  -2.08  -7.02  1.54
N  0.31  -1.89  1.99
C  -1.01  3.75  -3.31
N  1.11  -0.01  -1.31
H  -1.87  0.04  -2.97
H  3.86  -1.84  -1.78
C  1.26  0.93  -2.26
C  3.14  -1.05  -1.94
C  0.05  2.86  -3.32
S  1.19  0.73  1.92
C  -1.74  -4.97  1.04
C  -2.02  -2.30  -0.64
H  -2.78  4.40  -2.28
Br  -2.03  1.07  1.65
C  -1.83  2.77  -1.27
H  -1.12  4.48  -4.11
C  -3.19  -1.66  -3.08
Pd  -0.56  0.29  -0.06
H  2.40  -0.59  4.01
C  0.18  1.92  -2.30
H  -3.62  -1.38  -4.03
C  -1.72  -3.65  1.49
H  2.51  1.67  -3.84
C  -1.39  -2.55  0.58
H  -2.69  -6.52  3.89
H  -2.04  -2.36  3.18
C  -2.08  -6.00  1.90
C  -2.39  -4.41  3.68
N  -1.65  -1.17  -1.33
C  1.10  -0.91  2.48
H  1.85  -2.23  3.82

The value obtained for the max |F| is 1.20 eV/Å. The HOMO energy (spin up / spin down) comes out at -9.4 / -11.6 eV. Its multiplicity is 5. Its charge is +1. Its energy is -4299.53271 Ha. For the frontier orbital gap (spin up / spin down), the calculation gives 0.2285 / 0.1923 Ha.

---

(8)
DFT (the ωB97M-V functional and the def2-TZVPD basis) results for a structure of composition C24H19ClCoIN6O3S3Se.

Cartesian coordinates (Å):
H  -1.67  4.52  -2.84
C  3.54  0.53  3.30
Co  -0.30  -0.08  -1.03
H  -1.29  -5.20  -1.36
N  3.59  0.47  1.92
N  1.64  -0.20  2.51
C  -2.05  2.33  2.55
N  -3.07  -3.39  -1.55
C  -3.11  0.92  4.68
H  -3.59  2.82  5.51
H  2.16  0.43  -6.59
C  0.31  2.26  -4.41
N  -1.22  -1.03  1.42
N  -0.37  1.52  -2.21
C  2.32  0.11  3.67
H  -2.10  -1.48  2.89
C  -0.45  -5.36  0.64
H  -1.63  2.87  1.71
Se  -2.38  -0.53  -2.06
I  2.43  -2.13  -4.87
C  -0.49  -2.78  0.17
C  -2.61  3.02  3.61
C  -2.76  -2.29  -1.73
H  0.71  -0.61  2.44
C  1.54  -0.27  -4.66
H  5.58  1.01  1.73
S  2.09  -0.19  -0.23
O  -0.99  0.97  0.38
N  -0.60  -1.51  0.26
C  0.86  0.01  -3.48
H  4.38  0.86  3.89
C  -1.06  2.62  -2.04
C  -0.32  -5.15  -0.86
C  -2.00  0.94  2.53
H  -2.64  4.10  3.61
H  4.93  0.08  0.36
S  0.40  -3.50  -1.13
C  -2.54  0.22  3.62
S  -1.16  -3.85  1.37
H  -1.14  -6.17  0.86
H  0.37  -5.87  -1.29
H  4.49  1.78  0.55
O  -2.52  -1.12  3.70
H  1.87  -0.01  4.64
H  -0.42  4.21  -4.96
C  -0.41  3.45  -4.19
C  -1.10  3.62  -3.02
C  -3.14  2.30  4.67
C  1.03  1.91  -5.58
H  -3.52  0.35  5.50
C  -1.40  0.27  1.37
C  2.41  0.03  1.43
Cl  1.13  3.04  -6.90
C  4.72  0.86  1.09
C  0.28  1.30  -3.38
C  1.62  0.68  -5.69
H  -1.57  2.73  -1.09
H  0.51  -5.56  1.10
O  0.74  -0.80  -2.48

The value obtained for the max |F| is 0.76 eV/Å. The HOMO energy (spin up / spin down) comes out at -7.6 / -7.6 eV. The relative energy (zero: lowest compared OMol25 entry of this formula, charge and spin) comes out at 30.9 kJ/mol. Its energy is -7216.97631 Ha. For the frontier orbital gap (spin up / spin down), the calculation gives 0.2514 / 0.2513 Ha.

---

(9)
DFT (the ωB97M-V functional and the def2-TZVPD basis) results for a structure of composition C24H19ClIN4O4TcTe.

Cartesian coordinates (Å):
H  3.20  -3.55  3.03
H  1.32  -0.01  -1.18
H  2.21  3.64  -0.39
H  3.57  -2.42  0.35
Te  3.04  -0.91  2.49
H  -2.90  3.42  -1.35
H  0.47  0.54  -3.56
C  -0.95  4.68  1.57
C  -2.07  -1.91  0.11
O  0.94  -1.86  -0.43
C  4.06  -1.52  0.73
C  -0.94  0.73  -1.95
C  1.15  1.58  0.94
C  -3.88  -3.19  -0.91
H  -1.83  4.97  2.13
N  -0.64  -0.55  -1.40
H  -1.00  2.63  2.22
H  -1.70  4.24  -3.35
H  -3.43  -3.15  1.18
H  -4.72  -3.87  -0.81
Tc  0.49  -1.34  1.75
H  3.07  -2.62  4.54
C  -0.28  5.60  0.78
C  -2.45  -1.87  -2.31
H  5.10  -1.71  0.95
C  -0.27  1.18  -3.08
H  -2.16  -1.51  -3.28
C  0.81  -4.47  2.35
C  -2.17  2.79  -1.84
N  1.61  -7.56  1.18
C  -3.52  -2.72  -2.17
C  -0.48  3.38  1.63
C  -0.54  2.45  -3.58
O  2.30  1.33  0.55
N  0.99  -5.69  2.68
C  -3.16  -2.79  0.20
C  0.60  -0.82  -0.98
N  0.64  -3.32  2.22
H  4.63  -2.71  3.70
C  0.85  5.25  0.06
C  1.32  3.94  0.15
H  1.36  5.97  -0.55
H  -2.38  1.16  -0.44
C  0.66  3.00  0.92
C  3.56  -2.67  3.57
O  -1.48  -1.51  1.21
C  -1.89  1.53  -1.33
Cl  -4.43  -3.21  -3.58
I  -1.02  7.55  0.64
H  -0.01  2.81  -4.45
O  0.30  0.73  1.38
C  -1.73  -1.47  -1.19
H  3.96  -0.71  0.01
C  -1.49  3.25  -2.96
C  1.32  -6.65  1.84

The value obtained for the max |F| is 0.50 eV/Å. The HOMO energy (spin up / spin down) comes out at -4.7 / -4.5 eV. Its multiplicity is 2. Its charge is -1. The relative energy (zero: lowest compared OMol25 entry of this formula, charge and spin) comes out at 48.6 kJ/mol. Its energy is -2552.75458 Ha. For the frontier orbital gap (spin up / spin down), the calculation gives 0.2399 / 0.2320 Ha.

---

Which of these has the highest energy? C24H18N3O5Ta

---

Among the records above, which one has the lowest energy? C24H19ClCoIN6O3S3Se